1.
Molecular formula: C34H89N5O13
Method: DFT, ωB97M-V with the def2-TZVPD basis set

Geometry (Å):
1 C -6.149 -26.987 9.443
2 O -7.346 -26.732 8.775
3 C -8.092 -25.687 9.425
4 C -9.384 -25.393 8.681
5 N -10.187 -26.533 8.685
6 C -11.530 -26.270 8.123
7 C -11.640 -26.322 6.578
8 O -12.938 -26.105 6.108
9 C -13.378 -24.785 6.194
10 H -6.462 -27.175 10.478
11 H -5.420 -26.178 9.457
12 H -5.667 -27.891 9.027
13 H -7.417 -24.815 9.508
14 H -8.453 -25.964 10.442
15 H -9.024 -25.028 7.706
16 H -9.850 -24.571 9.169
17 H -9.706 -27.318 8.266
18 H -11.729 -25.222 8.372
19 H -12.316 -26.849 8.627
20 H -11.392 -27.316 6.194
21 H -10.922 -25.613 6.163
22 H -12.660 -24.025 5.921
23 H -13.762 -24.492 7.176
24 H -14.226 -24.732 5.550
25 C -2.082 -21.246 15.748
26 O -3.478 -21.303 15.617
27 C -3.902 -20.610 14.396
28 C -3.834 -21.396 13.111
29 N -4.813 -22.466 13.170
30 C -4.733 -23.362 12.032
31 C -5.819 -24.323 12.112
32 O -5.904 -24.933 13.341
33 C -7.127 -25.565 13.524
34 H -1.633 -21.662 14.814
35 H -1.847 -21.753 16.656
36 H -1.793 -20.174 15.829
37 H -3.274 -19.679 14.373
38 H -4.929 -20.315 14.580
39 H -2.783 -21.720 12.959
40 H -4.083 -20.705 12.316
41 H -4.645 -23.037 13.976
42 H -3.738 -23.824 11.865
43 H -4.865 -22.811 11.118
44 H -5.703 -25.078 11.346
45 H -6.739 -23.725 11.906
46 H -7.308 -26.432 12.848
47 H -7.984 -24.900 13.375
48 H -7.245 -25.926 14.585
49 C -1.967 -28.482 12.483
50 O -2.178 -27.741 13.679
51 C -3.079 -26.626 13.481
52 C -3.228 -25.816 14.766
53 N -1.889 -25.474 15.287
54 C -1.919 -24.829 16.606
55 C -0.533 -24.805 17.212
56 O 0.088 -26.110 17.269
57 C -0.652 -26.987 18.119
58 H -2.897 -28.988 12.103
59 H -1.291 -29.302 12.719
60 H -1.594 -27.827 11.658
61 H -4.107 -26.955 13.215
62 H -2.725 -25.968 12.686
63 H -3.766 -26.516 15.434
64 H -3.789 -24.927 14.464
65 H -1.305 -26.331 15.363
66 H -2.649 -25.393 17.190
67 H -2.319 -23.815 16.596
68 H -0.504 -24.391 18.225
69 H 0.157 -24.214 16.594
70 H -0.821 -26.522 19.118
71 H -0.013 -27.808 18.313
72 H -1.615 -27.308 17.646
73 C 3.383 -27.104 6.260
74 O 2.720 -26.150 7.023
75 C 1.348 -26.358 7.060
76 C 0.527 -25.829 5.885
77 N 0.376 -24.376 5.868
78 C 1.523 -23.599 5.433
79 C 1.266 -22.107 5.603
80 O 0.097 -21.692 4.886
81 C -0.119 -20.282 5.026
82 H 3.015 -28.106 6.379
83 H 4.441 -27.114 6.506
84 H 3.441 -26.840 5.206
85 H 0.981 -25.980 8.014
86 H 1.158 -27.444 7.138
87 H -0.511 -26.211 5.919
88 H 0.894 -26.280 4.932
89 H -0.409 -24.118 5.312
90 H 1.678 -23.720 4.366
91 H 2.407 -23.890 5.961
92 H 2.085 -21.602 5.099
93 H 1.279 -21.874 6.682
94 H -0.360 -20.030 6.079
95 H -1.013 -20.107 4.452
96 H 0.722 -19.679 4.640
97 C -3.388 -25.617 6.667
98 O -3.028 -26.715 7.445
99 C -3.286 -27.943 6.833
100 C -2.801 -29.078 7.762
101 N -1.375 -28.963 7.888
102 C -0.800 -29.680 9.006
103 C 0.531 -29.210 9.485
104 O 0.501 -27.802 9.838
105 C 1.670 -27.268 10.407
106 H -2.720 -25.569 5.774
107 H -3.202 -24.712 7.204
108 H -4.394 -25.777 6.268
109 H -2.726 -28.023 5.899
110 H -4.390 -28.086 6.663
111 H -3.010 -30.068 7.295
112 H -3.310 -28.995 8.727
113 H -1.148 -28.002 8.102
114 H -0.706 -30.756 8.715
115 H -1.444 -29.608 9.865
116 H 1.205 -29.459 8.671
117 H 0.771 -29.819 10.357
118 H 2.012 -27.797 11.277
119 H 1.433 -26.190 10.470
120 H 2.451 -27.270 9.633
121 C 1.366 -23.293 12.534
122 C 0.134 -24.214 12.646
123 O -0.876 -23.512 13.404
124 H 2.189 -23.754 11.959
125 H 1.765 -23.028 13.515
126 H 1.149 -22.367 12.001
127 H 0.365 -25.187 13.144
128 H -0.214 -24.459 11.616
129 H -1.199 -24.202 14.052
130 C -2.186 -21.975 9.661
131 C -0.995 -22.257 8.798
132 O -1.120 -23.631 8.332
133 H -3.112 -22.015 9.131
134 H -2.116 -20.956 10.128
135 H -2.220 -22.625 10.527
136 H -0.053 -22.105 9.304
137 H -0.980 -21.536 7.962
138 H -0.597 -23.822 7.520
139 O -2.633 -25.646 10.185
140 H -3.059 -26.377 9.706
141 H -1.977 -25.224 9.549

Summary:
* HOMO-LUMO gap: 9.179 eV
* structure (SMILES): COCCNCCOC.COCCNCCOC.COCCNCCOC.COCCNCCOC.COCCNCCOC.CCO.CCO.O
* HOMO level: -8.520 eV
* lowest unoccupied orbital energy: 0.66 eV
* relative energy (zero: lowest compared OMol25 entry of this formula, charge and spin): 0.0 kJ/mol
* energy: -70761.958 eV
* max |F|: 3.25 eV/Å

Löwdin population analysis, charges in e, atoms 1 to 4: number 1, C, carries -0.123; number 2, O, carries -0.184; number 3, C, carries -0.211; number 4, C, carries -0.272

=====

2.
Molecular formula: C3H8O2P
Method: DFT, ωB97M-V with the def2-TZVPD basis set

Geometry (Å):
1 C -1.651 0.304 1.508
2 C 0.421 1.626 -0.442
3 C 0.069 -1.911 -0.771
4 O -2.792 -0.479 -0.998
5 O -0.866 1.271 -0.848
6 P -1.578 -0.095 -0.198
7 H -2.074 -0.419 2.139
8 H -0.719 0.615 1.902
9 H 0.990 2.211 -1.088
10 H 0.971 0.747 -0.218
11 H 0.436 2.158 0.499
12 H 0.247 -2.047 0.271
13 H -0.166 -2.856 -1.302
14 H 0.882 -1.522 -1.236

Summary:
* HOMO-LUMO gap (alpha / beta): 6.874 / 6.874 eV
* HOMO level (alpha / beta): -2.921 / -2.921 eV
* lowest unoccupied orbital energy (alpha / beta): 3.95 / 3.95 eV
* relative energy (zero: lowest compared OMol25 entry of this formula, charge and spin): 396.1 kJ/mol
* energy: -16623.559 eV
* max |F|: 3.56 eV/Å
* net charge: -1

Löwdin population analysis, charges in e, atoms 1 to 4: number 1, C, carries -0.267; number 2, C, carries -0.205; number 3, C, carries -0.128; number 4, O, carries -0.440